This record from OMol25 describes a 3-piece molecular cluster, C14H30FN2O8PS3 overall. The level of theory is ωB97M-V with the def2-TZVPD basis set.

Summary:
Kohn-Sham gap   8.9681 eV
Total energy   -2898.59013 Eh
Spin multiplicity   1
SMILES   CC[C@H](F)[C@@H]1OS(=O)(=O)O[C@]1(CN)[PH2]=N.O=S1(=O)CCCC1.O=S1(=O)CCCC1
Maximum force   0.35 eV/A

Each line ends with the Mulliken charge.
Positions of all 59 atoms, in Å:
C1 2.24 -0.37 -1.91  -1.361
C2 1.36 0.82 -1.53  0.142
C3 -0.08 0.41 -1.29  0.077
F1 -0.94 1.44 -1.68  -0.454
C4 -0.33 0.06 0.16  -0.247
O1 -1.21 -1.08 0.27  -0.214
S1 -1.67 -1.24 1.78  1.290
O2 -0.88 -2.19 2.46  -0.657
O3 -3.09 -1.35 1.78  -0.592
O4 -1.22 0.22 2.26  -0.358
C5 -0.98 1.09 1.10  0.387
C6 -0.03 2.18 1.62  -0.860
N1 0.32 3.22 0.67  -0.583
P1 -2.67 1.75 0.57  0.921
N2 -3.71 2.05 1.68  -0.915
H1 1.94 -1.26 -1.35  0.292
H2 3.26 -0.14 -1.61  0.347
H3 2.19 -0.60 -2.97  0.393
H4 1.77 1.25 -0.61  -0.521
H5 1.38 1.61 -2.28  0.481
H6 -0.35 -0.46 -1.89  0.551
H7 0.61 -0.22 0.65  0.369
H8 0.88 1.67 1.94  0.224
H9 -0.49 2.59 2.52  0.439
H10 1.24 3.08 0.29  0.355
H11 -0.32 3.31 -0.10  0.271
H12 -3.04 0.86 -0.44  -0.043
H13 -2.29 2.87 -0.19  0.010
H14 -3.48 1.78 2.63  0.285
O5 -3.04 -1.01 -2.14  -0.606
S2 -3.60 -2.34 -2.17  1.241
O6 -2.72 -3.48 -2.21  -0.765
C7 -4.80 -2.51 -0.86  -0.316
C8 -6.10 -2.03 -1.50  -0.631
C9 -6.14 -2.65 -2.91  -0.613
C10 -4.77 -2.42 -3.54  -0.767
H15 -4.47 -1.92 -0.01  0.124
H16 -4.84 -3.56 -0.60  0.346
H17 -6.97 -2.33 -0.91  0.390
H18 -6.11 -0.94 -1.57  0.291
H19 -6.33 -3.72 -2.83  0.288
H20 -6.93 -2.22 -3.52  0.349
H21 -4.45 -3.22 -4.21  0.361
H22 -4.71 -1.46 -4.05  0.335
O7 5.03 1.25 -0.42  -0.733
S3 4.62 0.88 0.91  1.206
O8 3.23 0.59 1.17  -0.578
C11 5.66 -0.47 1.48  -0.808
C12 6.84 0.23 2.14  -0.586
C13 6.24 1.38 2.96  -0.593
C14 5.24 2.11 2.07  -0.777
H23 5.91 -1.09 0.63  0.388
H24 5.07 -1.04 2.20  0.406
H25 7.41 -0.45 2.76  0.349
H26 7.51 0.63 1.37  0.297
H27 5.73 0.98 3.84  0.301
H28 7.01 2.07 3.32  0.330
H29 4.38 2.52 2.61  0.334
H30 5.70 2.89 1.47  0.408